{
  "formula": "C55H106F21N5O17",
  "method": "ωB97M-V/def2-TZVPD",
  "symbols": ["F", "F", "F", "F", "F", "F", "F", "F", "F", "F", "F", "F", "F", "F", "F", "F", "F", "F", "F", "F", "F", "O", "O", "O", "O", "O", "O", "O", "O", "O", "O", "O", "O", "O", "O", "O", "O", "O", "N", "N", "N", "N", "N", "C", "C", "C", "C", "C", "C", "C", "C", "C", "C", "C", "C", "C", "C", "C", "C", "C", "C", "C", "C", "C", "C", "C", "C", "C", "C", "C", "C", "C", "C", "C", "C", "C", "C", "C", "C", "C", "C", "C", "C", "C", "C", "C", "C", "C", "C", "C", "C", "C", "C", "C", "C", "C", "C", "C", "H", "H", "H", "H", "H", "H", "H", "H", "H", "H", "H", "H", "H", "H", "H", "H", "H", "H", "H", "H", "H", "H", "H", "H", "H", "H", "H", "H", "H", "H", "H", "H", "H", "H", "H", "H", "H", "H", "H", "H", "H", "H", "H", "H", "H", "H", "H", "H", "H", "H", "H", "H", "H", "H", "H", "H", "H", "H", "H", "H", "H", "H", "H", "H", "H", "H", "H", "H", "H", "H", "H", "H", "H", "H", "H", "H", "H", "H", "H", "H", "H", "H", "H", "H", "H", "H", "H", "H", "H", "H", "H", "H", "H", "H", "H", "H", "H", "H", "H", "H", "H", "H", "H", "H", "H", "H"],
  "positions_angstrom": [[-5.15359, 4.76997, 7.93579], [1.84343, -5.21196, 5.13572], [0.03538, 1.11443, -5.27588], [0.92537, 1.54461, -3.38537], [-0.31685, 8.88085, -0.91604], [1.52744, -1.33549, -4.38774], [-0.06195, -1.23505, -5.99087], [6.38629, -0.02805, 5.83147], [4.97801, -1.61671, 6.12646], [-5.34458, -1.81635, 1.98740], [1.17876, 2.93227, -4.97710], [-0.20494, -5.11010, 4.42592], [-6.98238, -0.55761, 1.25820], [-3.31621, 3.67077, 8.12347], [1.39930, 9.42718, 0.10466], [-4.99902, 2.82444, 8.94506], [1.31388, -5.75886, 3.03497], [1.50146, 7.95982, -1.54690], [5.24152, -0.06387, 7.67886], [1.84654, -1.98727, -6.49479], [-6.59587, -2.45733, 0.23352], [-4.49649, 0.31177, 0.60995], [2.77767, -0.10948, 6.01899], [-4.10299, -1.42912, -0.73802], [-1.51552, 3.82363, -4.58746], [-6.25971, 2.57698, 6.41957], [0.63544, -0.14907, 1.15977], [-3.10763, -3.05532, -3.32793], [1.62380, 6.36449, 0.58931], [2.52187, -3.53444, 2.86760], [-3.34015, -7.52656, -0.00841], [1.45170, -4.15997, -4.60259], [-0.09342, -3.97850, -6.27988], [0.32092, -3.39664, 2.41356], [-0.64086, 6.63764, 0.24561], [4.22429, 1.74444, 5.81220], [-4.11399, 1.50075, 6.64851], [-1.75980, 1.77293, -3.46311], [-4.77177, -1.48677, -3.74461], [3.14604, 3.39993, 0.95101], [-3.43868, -5.48378, -1.04823], [1.72378, -5.02234, -1.79705], [-1.23807, -0.20213, -0.11517], [2.84884, -1.38545, -1.25552], [-4.61648, 3.49239, 7.86109], [0.51430, -3.40377, -5.06675], [0.26398, -5.11440, -8.40945], [1.94000, 0.20258, 7.10619], [-2.59173, 5.50202, 0.76058], [0.78781, 8.35175, -0.44121], [1.07531, -4.83923, 4.02726], [-5.00248, 2.25284, 2.08787], [0.34389, 2.11914, -4.43513], [0.88713, -1.95899, -5.48649], [0.23273, -4.84652, -1.55663], [-2.08234, 3.56633, -5.88880], [0.59209, 7.10116, 0.63392], [4.90305, 6.87500, 0.85723], [1.27755, -3.46371, 3.46936], [2.87121, -2.13004, 2.46179], [-2.73918, -7.34670, -2.38620], [-5.10081, -0.60599, -0.20034], [3.30287, 4.30538, 2.19505], [-3.20363, -6.83983, -1.03807], [4.01769, 3.75800, -0.17547], [-3.17125, 1.53686, 5.64446], [0.89102, -4.55107, -7.09854], [-1.34206, 6.06838, 1.30908], [2.31477, -3.66898, -2.11244], [3.80363, 5.18542, -0.81193], [-0.72395, -1.04639, -1.17685], [-0.88614, 2.85485, -3.81805], [4.91539, 6.16909, -0.49678], [2.86048, 2.03388, 2.97270], [-2.84441, 0.08221, 5.21450], [3.44571, 1.99700, 1.53975], [-5.04776, 2.86728, 6.54167], [5.17669, -0.28847, 6.35042], [4.28735, -1.94606, 2.25791], [-1.20224, 1.39220, 1.64470], [-3.42675, -2.19116, -5.47845], [-2.38764, 4.89947, -6.59750], [4.02714, -1.20956, -2.26874], [2.10911, -6.06588, -2.83745], [-0.48632, 0.25869, 0.90128], [-3.69329, -2.19133, -4.01179], [0.77564, 1.08655, 6.70752], [-5.97274, -1.41049, 0.84249], [2.23323, -5.60616, -0.55038], [3.64936, -6.07923, -0.88598], [4.11241, 0.48244, 5.64689], [2.76918, 3.48670, 3.35072], [-5.15852, -0.07157, -4.24117], [-3.60090, -4.76054, 0.22359], [1.75013, 3.30965, 0.59673], [2.52570, -2.83602, -0.87069], [3.60559, -6.27390, -2.44654], [-5.10736, 1.57958, 0.72868], [1.86508, 1.55855, 2.94005], [-0.02125, -4.32775, -9.09872], [-3.27516, -4.90704, -1.88362], [4.76609, -2.65184, 1.56190], [4.07214, -0.14761, -2.43652], [-3.89609, -1.38665, -5.97222], [1.49552, -6.44604, -0.33080], [-3.06568, -5.28169, 0.97445], [2.52348, -1.49522, 3.29235], [1.11856, -2.65891, 4.21411], [-1.37555, 0.93197, -3.77686], [5.04583, 3.67967, 0.15135], [-0.44946, -3.24952, -4.50644], [-0.26842, -1.97835, -0.83641], [-0.07881, 1.14549, 7.41316], [-1.35562, 3.04688, -6.51341], [-2.50450, -8.42578, -2.26505], [1.41554, 4.24983, 0.24548], [1.57174, -3.81099, -7.42126], [1.87404, -5.59076, -3.80933], [-1.99184, 0.10399, 4.53103], [3.54375, 1.44839, 3.59207], [-4.75536, 1.53248, 2.86002], [3.06441, -0.73989, -0.41449], [-0.65395, 3.36610, -2.87321], [-0.56703, -5.84777, -8.21817], [-1.90477, -6.77325, -2.77048], [-2.92274, 5.61715, -5.92353], [3.81224, 5.04869, -1.91189], [-3.47239, 2.05686, 4.66864], [-0.18487, -5.80290, -1.45889], [4.17239, -5.48904, -2.87990], [-5.66399, -0.22813, -1.04127], [-0.73181, 5.25513, 1.76187], [-6.16771, 1.43734, 0.46992], [-4.92213, -1.42705, -2.73805], [0.03573, -0.49662, -1.74433], [-3.53119, -7.36286, -3.14436], [1.14719, 3.01304, 1.42927], [3.83257, -1.72573, -3.20764], [1.64403, -2.95718, -0.21790], [-4.47800, 3.42348, 5.78043], [1.08237, -5.70676, -8.85840], [-2.27529, 1.25919, 1.71195], [-4.67897, -4.69731, 0.50542], [0.33227, 7.59145, 1.56304], [4.77763, 6.96769, -1.25607], [0.30152, 0.71207, 5.71680], [4.05875, 0.08633, 4.56560], [4.35739, 4.47842, 2.25620], [1.10823, 2.09106, 6.61272], [3.38659, 3.60159, 4.28006], [5.24621, 6.24279, 1.67694], [0.45014, -2.46653, 2.03774], [-2.40111, -2.32684, -5.78783], [-5.02605, 0.43272, -3.25584], [1.50111, -6.99660, -2.62701], [2.25353, -1.85404, 1.58590], [-4.51327, 0.33378, -5.00757], [3.32449, -3.22071, -0.26962], [-2.22808, 2.09097, 5.87113], [-2.39742, 4.82798, -0.11395], [3.81274, 2.94035, -0.90134], [-3.19215, 4.99758, 1.49237], [3.09708, 1.24022, 0.80103], [1.54481, -0.75714, 7.45945], [5.52301, 7.82129, 0.75804], [5.83814, 5.62992, -0.67721], [-3.14487, -3.81050, 0.00147], [-0.84202, 1.49987, 2.67294], [1.73935, 3.75424, 3.65712], [-3.19254, 6.34350, 0.35192], [4.96743, -1.51010, -1.77717], [3.17733, -3.84916, -2.70985], [-6.18168, -0.09128, -4.67714], [-3.55888, -1.29876, -0.05533], [2.38462, 0.72415, 7.97227], [-3.11138, 4.80100, -7.41293], [-1.51341, 6.84339, 2.05955], [-3.69765, -0.47140, 4.73403], [2.90795, 5.66755, -0.51997], [3.92543, 7.25151, 1.05793], [-1.50104, 5.35641, -6.98939], [-4.23204, 3.00888, 2.08247], [-2.16499, 0.23108, -0.17997], [3.90282, -7.30033, -2.63730], [1.35303, -5.42362, -6.55425], [4.52313, 1.86159, 1.56649], [-0.02108, -4.25223, -0.66141], [3.74105, -7.01200, -0.29728], [-1.55648, -1.29150, -1.85365], [-5.96014, 2.68894, 2.37897], [1.65850, 2.60008, -0.19870], [-0.92223, 2.28234, 1.06796], [-4.57119, 2.14525, -0.02107], [4.45523, -0.92628, 1.87009], [2.06329, -4.84986, 0.26064], [-2.58000, -0.45306, 6.16830], [1.56825, -3.19562, -2.73683], [-2.92103, 2.89548, -5.70016], [-4.00659, -3.10317, -5.71730], [2.71720, 5.17508, 1.98494], [2.04199, -0.90913, -1.77562], [-0.16980, -4.27092, -2.35870], [4.73990, -1.97235, 3.23551], [4.46549, -5.39455, -0.68000]],
  "total_charge": -2,
  "de_lowest_ev": 0.000,
  "homo_lumo_gap_ev": 6.0,
  "energy_ev": -158075.6912,
  "e_homo_ev": -3.326
}

---

{
  "formula": "C28H25Cl2N7O2Pt",
  "method": "ωB97M-V/def2-TZVPD",
  "symbols": ["Pt", "Cl", "Cl", "O", "O", "N", "N", "N", "N", "N", "N", "N", "C", "C", "C", "C", "C", "C", "C", "C", "C", "C", "C", "C", "C", "C", "C", "C", "C", "C", "C", "C", "C", "C", "C", "C", "C", "C", "C", "C", "H", "H", "H", "H", "H", "H", "H", "H", "H", "H", "H", "H", "H", "H", "H", "H", "H", "H", "H", "H", "H", "H", "H", "H", "H"],
  "positions_angstrom": [[-0.91156, 1.63974, 0.42985], [0.81163, -5.21635, -0.76421], [-3.01903, -1.25463, -0.64821], [-0.52612, -1.20829, -0.25314], [-4.57843, -1.31524, -0.71258], [-0.18984, -0.47336, 2.37828], [-1.17891, 0.34435, 1.93642], [1.12228, 1.21938, 0.40690], [-3.99380, 3.48761, 0.69349], [-0.09205, -2.42422, -0.41477], [0.51785, 3.04079, -1.72838], [-0.57008, 3.05575, -0.93140], [2.54257, 0.49073, -3.46982], [1.77383, 1.61812, -3.19690], [0.61854, 4.22251, -2.37975], [-0.83006, -4.65874, -0.93155], [-2.77487, 1.54552, -0.12024], [2.99325, 0.19609, -4.87130], [1.30815, 1.87711, -1.92178], [-3.12934, -5.17127, -1.37987], [-2.08823, -1.46961, 2.88530], [-4.06673, 2.27171, -0.14116], [-0.43177, 5.01209, -1.98837], [-1.80762, -5.57882, -1.24974], [-2.46992, -2.93297, -0.87322], [3.87478, 0.46888, 2.73358], [3.22942, -0.22741, 3.74797], [-2.32387, -0.24598, 2.25391], [1.81254, 0.66561, 1.48494], [2.36839, -0.14857, -1.15217], [1.87233, -0.48197, 3.60560], [2.82123, -0.39210, -2.42797], [1.61856, 1.00207, -0.85741], [-1.15465, 4.23352, -1.07285], [3.96433, -0.66219, 4.98546], [-1.10610, -3.28936, -0.73303], [3.17869, 0.90932, 1.62493], [1.16097, -0.07091, 2.48487], [-3.45849, -3.83331, -1.18643], [-0.72232, -1.57180, 2.94717], [3.55035, -1.58614, 5.38788], [1.34660, -1.01383, 4.38770], [2.25700, -0.42796, -5.38278], [4.93302, 0.68332, 2.81819], [3.89249, 0.09987, 5.76445], [-2.81435, -2.16882, 3.25745], [1.50022, 2.28619, -4.00393], [3.93893, -0.34439, -4.87219], [3.36692, -1.30480, -2.63136], [-4.47175, -3.46340, -1.27461], [-1.52860, -6.61413, -1.39131], [-2.04894, 4.43636, -0.50181], [-4.81734, 4.05637, 0.53282], [-3.98794, 3.24070, 1.67576], [1.43544, 4.40778, -3.05446], [-4.31191, 2.60439, -1.15976], [3.68018, 1.47514, 0.85078], [-0.64556, 6.01557, -2.30876], [-0.08811, -2.34992, 3.33340], [-3.89662, -5.89057, -1.63073], [-4.87386, 1.57896, 0.14262], [3.11581, 1.11001, -5.45174], [2.52669, -0.87481, -0.36851], [5.02121, -0.82311, 4.77685], [-3.24543, 0.19346, 1.91155]],
  "total_charge": 0,
  "de_lowest_ev": 7.570,
  "homo_lumo_gap_ev": [5.8, 4.3],
  "energy_ev": -72248.1793,
  "s2": 6.07,
  "multiplicity": 5,
  "e_homo_ev": [-5.576, -6.773]
}

---

{
  "formula": "C3H4S",
  "method": "ωB97M-V/def2-TZVPD",
  "symbols": ["S", "C", "C", "C", "H", "H", "H", "H"],
  "positions_angstrom": [[0.20993, -1.79598, -0.22082], [-0.57653, 0.90289, 0.06943], [0.42590, 1.03495, -0.77516], [0.31356, -0.11765, 0.41697], [-1.61025, 1.06010, 0.24448], [-0.75701, -2.43769, 0.48396], [1.12602, 1.45914, -1.49269], [0.86838, -0.10577, 1.27381]],
  "total_charge": 0,
  "de_lowest_ev": 2.061,
  "homo_lumo_gap_ev": 10.1,
  "energy_ev": -14007.5178,
  "smiles": "SC1C=C1",
  "e_homo_ev": -8.983
}

---

{
  "formula": "C26H29N3O7S2",
  "method": "ωB97M-V/def2-TZVPD",
  "symbols": ["S", "S", "O", "O", "O", "O", "O", "O", "O", "N", "N", "N", "C", "C", "C", "C", "C", "C", "C", "C", "C", "C", "C", "C", "C", "C", "C", "C", "C", "C", "C", "C", "C", "C", "C", "C", "C", "C", "H", "H", "H", "H", "H", "H", "H", "H", "H", "H", "H", "H", "H", "H", "H", "H", "H", "H", "H", "H", "H", "H", "H", "H", "H", "H", "H", "H", "H"],
  "positions_angstrom": [[-5.90399, -1.37514, -0.08082], [3.64745, -2.06813, 1.20885], [-6.51560, -1.93396, -1.24973], [-6.31312, -1.87398, 1.20510], [3.61778, -3.41012, 0.70424], [-8.14286, 1.56907, 1.25593], [3.34452, -1.84755, 2.59022], [3.92613, 0.77896, -1.00426], [0.54976, -0.94506, -2.55933], [0.00854, -1.72413, -0.47486], [2.51073, -1.20729, 0.31817], [-6.06130, 0.29807, -0.18972], [-5.79252, 0.99664, 1.05156], [1.62011, 0.46878, 1.78282], [3.10238, 1.17356, 0.00818], [2.31935, -1.58829, -1.06186], [5.88659, -1.68764, -0.31930], [3.32773, 2.26303, -2.85342], [-2.14394, -1.21079, -1.50956], [-8.44184, 0.80560, 0.10677], [1.48930, 1.77771, 2.21030], [0.86249, -1.37322, -1.47311], [2.94414, 2.48696, 0.43568], [2.40564, 0.15560, 0.68436], [6.69956, 0.54116, 1.12935], [4.41871, 1.73034, -1.93135], [7.41168, 0.13323, 0.01210], [7.01291, -0.98198, -0.70850], [-7.03568, 1.03177, 1.94755], [5.57484, -0.16340, 1.52542], [-2.00744, -2.00102, 0.76940], [2.14616, 2.78365, 1.52683], [-3.51925, -1.14553, -1.39227], [5.18710, -1.26778, 0.79349], [-7.25393, 0.78404, -0.85743], [-3.38277, -1.93435, 0.87658], [-1.37789, -1.63741, -0.42340], [-4.12846, -1.50452, -0.20497], [-7.25888, 0.00980, 2.28290], [0.46216, -2.04397, 0.37410], [-3.89458, -2.21805, 1.78274], [-9.31270, 1.27586, -0.35277], [5.16130, 1.17062, -2.50660], [2.55272, -2.65553, -1.11704], [-1.41258, -2.33835, 1.60570], [5.54623, -2.55984, -0.85448], [2.04756, 3.81097, 1.84328], [4.93518, 2.54585, -1.41127], [-5.48098, 2.01605, 0.80027], [-7.04547, 1.79430, -1.22417], [8.28514, 0.68743, -0.29839], [3.76924, 2.90596, -3.60956], [7.01673, 1.40865, 1.68821], [-8.68555, -0.22828, 0.39399], [7.57530, -1.29722, -1.57438], [4.99525, 0.12100, 2.38950], [-6.87390, 1.67918, 2.81117], [-1.65334, -0.93767, -2.42877], [3.46103, 3.28912, -0.06649], [2.58884, 2.83118, -2.29357], [-4.97448, 0.48055, 1.55485], [2.81951, 1.43572, -3.34309], [0.87479, 2.00832, 3.06594], [-7.44915, 0.11531, -1.69474], [2.96471, -1.04266, -1.75682], [-4.13595, -0.82645, -2.21649], [1.12887, -0.33478, 2.30704]],
  "total_charge": 0,
  "de_lowest_ev": 0.405,
  "homo_lumo_gap_ev": 9.2,
  "energy_ev": -67905.2661,
  "smiles": "CCOc1ccccc1N(CC(=O)Nc1ccc(S(=O)(=O)N2CCOCC2)cc1)S(=O)(=O)c1ccccc1",
  "e_homo_ev": -8.759
}